The following is a DFT calculation (ωB97M-V with the def2-TZVPD basis set) of a cluster of 9 separate species, C28H47Cl4N5O11 in total in a non-equilibrium geometry.

highest occupied orbital energy: 4.62 eV
frontier orbital gap: 1.23 eV
electronic energy: -4036.670857 Eh
LUMO energy: 5.85 eV
F_max: 0.125 Eh/bohr

ORCA input file:
```
! wB97M-V def2-TZVPD RIJCOSX def2/J DEFGRID3
* xyz -4 1
C -2.875 0.646 1.227
C -2.918 -0.355 0.081
N -1.740 -0.603 -0.723
C -1.312 -1.700 -1.489
C -0.181 -1.427 -2.300
N 0.218 -0.142 -1.908
C -0.839 0.409 -1.146
C 1.328 0.733 -2.438
H -2.107 0.498 1.986
H -3.804 0.816 1.772
H -2.818 1.612 0.725
H -3.635 -0.136 -0.710
H -3.310 -1.306 0.441
H -1.777 -2.667 -1.372
H 0.318 -2.073 -3.007
H -0.841 1.446 -0.844
H 2.212 0.358 -1.922
H 1.213 1.753 -2.070
H 1.344 0.762 -3.527
C 1.118 4.036 0.084
C 2.039 3.219 0.991
O 1.822 1.825 1.098
H 1.547 5.035 0.009
H 0.084 4.135 0.414
H 1.140 3.543 -0.889
H 1.883 3.598 2.001
H 3.066 3.583 0.969
C 2.123 -4.382 2.517
C 1.247 -5.291 1.992
C -0.139 -4.888 1.418
O -0.903 -5.748 0.774
C -0.512 -3.538 1.379
C 0.399 -2.501 1.840
C 1.722 -2.976 2.566
O 2.414 -2.063 3.010
O 0.083 -1.298 1.725
O 1.621 -6.510 1.951
H 3.052 -4.746 2.930
H -1.386 -3.172 0.861
C 2.241 -3.647 -4.185
O 2.316 -4.810 -4.633
O 2.745 -3.569 -3.055
O 1.614 -2.695 -4.642
Cl 1.367 5.242 -7.867
C 1.438 3.692 -8.471
C 2.449 2.884 -7.598
Cl 1.902 2.424 -5.884
H 1.778 3.740 -9.505
H 0.431 3.276 -8.434
H 3.382 3.447 -7.590
H 2.645 1.995 -8.197
Cl -5.414 -3.824 2.910
C -4.361 -3.433 4.195
C -2.956 -3.086 3.630
Cl -1.943 -2.412 4.842
H -4.315 -4.310 4.841
H -4.946 -2.680 4.723
H -3.034 -2.459 2.742
H -2.517 -4.021 3.283
C -3.785 2.948 -1.398
O -2.594 3.022 -1.693
N -4.796 2.688 -2.219
C -6.127 2.543 -1.618
C -4.605 2.525 -3.691
H -4.169 3.112 -0.380
H -6.903 2.851 -2.319
H -6.326 3.098 -0.701
H -6.375 1.535 -1.283
H -5.565 2.595 -4.201
H -3.910 3.185 -4.209
H -4.298 1.510 -3.944
C 0.042 0.703 4.623
O 0.894 0.190 3.903
N 0.366 1.513 5.663
C -0.685 2.390 6.377
C 1.729 1.923 5.910
H -1.046 0.534 4.612
H -0.626 3.462 6.187
H -0.601 2.362 7.463
H -1.694 2.115 6.070
H 2.273 2.176 5.000
H 1.722 2.826 6.520
H 2.281 1.151 6.445
C 3.419 -1.779 -0.336
O 2.629 -1.197 0.359
N 4.766 -1.687 -0.203
C 5.711 -2.100 -1.228
C 5.291 -0.924 0.913
H 3.162 -2.404 -1.205
H 6.174 -1.436 -1.957
H 5.244 -2.824 -1.895
H 6.482 -2.686 -0.725
H 4.955 -1.327 1.869
H 6.379 -0.903 0.973
H 4.869 0.074 0.794
*
```



The following is a DFT calculation (ωB97M-V with the def2-TZVPD basis set) of a cluster of 3 separate species, C28H47ClF3N3O12S in total in a non-equilibrium geometry.

highest occupied orbital energy: -8.66 eV
frontier orbital gap: 6.30 eV
electronic energy: -3320.055935 Eh
LUMO energy: -2.36 eV
F_max: 0.036 Eh/bohr

ORCA input file:
```
! wB97M-V def2-TZVPD RIJCOSX def2/J DEFGRID3
* xyz 0 1
C -1.644 1.221 -0.521
C -0.177 0.888 -0.687
O 0.065 0.555 -2.057
C 1.430 0.252 -2.226
C 1.730 0.152 -3.703
O 3.072 -0.319 -3.857
C 3.181 -1.708 -3.682
C 4.177 -2.087 -2.611
C 5.461 -1.729 -2.634
C 6.170 -0.897 -3.651
Cl 5.945 -1.514 -5.320
C 5.888 0.618 -3.469
C 5.854 1.416 -4.762
C 6.334 -2.249 -1.542
O 7.492 -2.487 -1.717
C 5.661 -2.511 -0.210
S 6.663 -2.299 1.246
O 8.004 -2.634 0.981
O 6.063 -2.882 2.386
F 6.591 -0.756 1.339
C 4.395 -2.873 -0.187
N 3.720 -3.171 1.039
C 2.981 -2.088 1.553
O 2.583 -1.161 0.936
F 2.807 -2.166 2.846
C 2.979 -4.365 1.038
O 1.824 -4.454 1.291
F 3.716 -5.420 0.746
C 3.690 -2.966 -1.510
O 2.788 -3.736 -1.692
H -1.809 1.275 0.550
H -1.867 2.169 -0.994
H -2.237 0.448 -0.992
H 0.064 0.027 -0.062
H 0.459 1.739 -0.444
H 2.091 1.016 -1.810
H 1.651 -0.688 -1.711
H 1.729 1.143 -4.140
H 1.028 -0.491 -4.228
H 2.223 -2.129 -3.387
H 3.462 -2.224 -4.597
H 7.226 -1.023 -3.459
H 6.722 1.009 -2.892
H 4.992 0.784 -2.887
H 6.791 1.271 -5.292
H 5.806 2.474 -4.529
H 5.043 1.120 -5.410
C 0.348 -3.427 6.462
O -0.815 -2.747 6.898
C -0.686 -2.106 8.163
C -0.743 -0.599 8.013
N 0.456 -0.085 7.363
C 0.377 1.321 6.970
C -0.649 1.702 5.905
O -0.368 1.155 4.631
C -0.873 -0.154 4.431
H 0.088 -3.979 5.561
H 1.153 -2.726 6.218
H 0.697 -4.136 7.218
H 0.226 -2.417 8.678
H -1.538 -2.424 8.770
H -0.832 -0.143 9.004
H -1.653 -0.363 7.445
H 0.638 -0.634 6.534
H 1.363 1.599 6.591
H 0.201 1.927 7.865
H -0.605 2.788 5.785
H -1.676 1.468 6.209
H -1.800 -0.325 4.983
H -0.123 -0.898 4.712
H -1.068 -0.282 3.365
C -7.456 0.963 -5.603
O -7.019 2.303 -5.483
C -7.945 3.159 -4.826
C -7.404 3.615 -3.488
N -7.369 2.514 -2.532
C -6.653 2.814 -1.295
C -5.155 3.092 -1.388
O -4.380 1.972 -1.770
C -4.248 1.773 -3.166
H -6.737 0.438 -6.229
H -7.498 0.462 -4.630
H -8.439 0.909 -6.079
H -8.921 2.679 -4.713
H -8.077 4.038 -5.464
H -8.047 4.407 -3.093
H -6.406 4.038 -3.664
H -6.930 1.715 -2.969
H -6.787 1.954 -0.634
H -7.139 3.665 -0.809
H -4.816 3.356 -0.382
H -4.927 3.955 -2.024
H -4.266 2.716 -3.718
H -5.026 1.107 -3.549
H -3.287 1.287 -3.340
*
```



The following is a DFT calculation (ωB97M-V with the def2-TZVPD basis set) of a structure of composition C28H47ClIN3O6 in a non-equilibrium geometry.

highest occupied orbital energy: -6.41 eV
frontier orbital gap: 5.93 eV
electronic energy: -2468.493907 Eh
LUMO energy: -0.48 eV
F_max: 0.040 Eh/bohr

ORCA input file:
```
! wB97M-V def2-TZVPD RIJCOSX def2/J DEFGRID3
* xyz 0 1
C 2.466 -0.975 4.842
C 1.374 -1.094 3.767
C 0.127 -1.731 4.435
C 0.994 0.297 3.209
C 0.757 0.294 1.678
C 1.878 0.998 0.908
Cl 3.450 0.309 1.490
O 1.850 2.322 1.350
C 2.215 3.311 0.387
C 2.238 4.649 1.099
C 1.198 3.290 -0.745
C 1.686 4.190 -1.912
C 3.074 3.865 -2.433
O 4.040 4.392 -1.955
N 0.876 1.904 -1.254
C -0.598 1.574 -1.181
C -1.126 0.986 -2.486
C -2.617 1.334 -2.659
N -3.335 1.313 -1.385
C -4.683 0.753 -1.425
C -5.043 0.083 -0.111
C -4.323 0.310 1.046
C -4.639 -0.339 2.232
C -5.691 -1.237 2.260
C -6.433 -1.444 1.112
C -6.121 -0.796 -0.063
O -6.864 -1.018 -1.214
C 1.755 0.827 -0.651
O 1.184 -0.347 -1.067
C 1.840 -1.576 -0.718
C 1.734 -2.562 -1.883
C 0.461 -2.351 -2.712
C 1.768 -4.009 -1.365
C 2.872 -4.235 -0.305
C 0.436 -4.473 -0.754
O 3.012 0.979 -1.196
N 2.962 0.749 -2.723
O 3.946 0.260 -3.068
H 2.389 -1.770 5.583
H 3.445 -1.077 4.373
H 2.403 -0.021 5.362
H 1.692 -1.776 2.980
H 0.101 -2.805 4.243
H -0.808 -1.336 4.035
H 0.134 -1.591 5.514
H 1.689 1.074 3.515
H 0.038 0.554 3.666
H 0.647 -0.741 1.382
H -0.153 0.872 1.529
H 3.235 3.099 0.067
H 2.845 5.330 0.505
H 1.242 5.049 1.277
H 2.785 4.507 2.027
H 0.309 3.794 -0.378
H 1.621 5.215 -1.556
H 0.928 4.094 -2.699
H 3.135 3.160 -3.276
H 1.052 1.944 -2.259
H -0.825 0.930 -0.345
H -1.157 2.495 -1.019
H -1.060 -0.096 -2.432
H -0.599 1.382 -3.357
H -2.648 2.356 -3.063
H -3.068 0.700 -3.417
H -3.367 2.241 -0.992
H -4.738 0.003 -2.211
H -5.444 1.512 -1.645
H -3.487 0.994 1.073
H -4.031 -0.152 3.105
H -5.906 -1.757 3.181
H -7.257 -2.144 1.134
H -7.414 -0.238 -1.342
H 2.898 -1.452 -0.501
H 1.387 -2.058 0.151
H 2.623 -2.403 -2.561
H 0.295 -3.239 -3.320
H 0.527 -1.462 -3.335
H -0.410 -2.245 -2.056
H 1.985 -4.659 -2.215
H 2.412 -4.297 0.687
H 3.604 -3.434 -0.257
H 3.361 -5.195 -0.449
H -0.375 -4.539 -1.475
H 0.141 -3.826 0.075
H 0.595 -5.469 -0.338
I 4.511 -2.326 -3.510
*
```



The following is a DFT calculation (ωB97M-V with the def2-TZVPD basis set) of a structure of composition C28H47MnN4O9PS2SbSeSi3 in a non-equilibrium geometry.

energy above the lowest of the compared OMol25 structures with the same formula, charge and spin: 0.0 kcal/mol
highest occupied orbital energy (alpha / beta): -8.03 / -7.97 eV
frontier orbital gap (alpha / beta): 7.49 / 7.71 eV
expectation value of S²: 2.076
electronic energy: -7790.336063 Eh
LUMO energy (alpha / beta): -0.54 / -0.26 eV
F_max: 0.038 Eh/bohr

ORCA input file:
```
! wB97M-V def2-TZVPD RIJCOSX def2/J DEFGRID3
* xyz 0 3
Mn -0.628 0.612 0.556
C -3.786 6.159 1.544
C -3.120 5.113 0.685
O -3.140 3.852 1.392
P -1.819 2.953 1.527
S -2.426 1.252 2.287
S -0.891 2.832 -0.258
O -0.835 3.842 2.377
C -1.045 4.112 3.781
C 0.237 4.665 4.344
H -3.854 7.100 0.993
H -3.215 6.331 2.457
H -4.793 5.842 1.818
H -2.098 5.401 0.444
H -3.658 4.969 -0.249
H -1.332 3.186 4.279
H -1.864 4.824 3.876
H 1.014 3.902 4.320
H 0.075 4.980 5.379
H 0.562 5.528 3.760
O 1.600 1.478 3.752
C 0.884 0.837 3.007
O 0.652 1.210 1.782
C 0.281 -0.435 3.507
C 0.454 -0.623 4.855
C 0.064 -1.794 5.467
C -0.453 -2.805 4.731
C -0.645 -2.659 3.364
C -0.348 -1.414 2.659
O -0.571 -1.170 1.389
N -1.153 -3.913 2.796
O -1.376 -4.029 1.608
O -1.287 -4.861 3.540
N 0.263 -1.992 6.916
O 0.700 -1.060 7.563
O -0.004 -3.086 7.382
H 0.917 0.163 5.431
H -0.713 -3.737 5.201
C 2.209 3.574 -2.135
Si 1.679 1.984 -2.921
C 0.102 2.073 -3.884
C 3.047 1.308 -3.972
Sb 1.276 0.308 -1.008
Si 3.438 0.457 0.383
C 3.307 -0.980 1.567
C 4.874 0.220 -0.796
C 3.584 2.100 1.209
Si 1.396 -1.993 -2.146
C 3.068 -2.354 -2.883
C 1.001 -3.260 -0.856
C 0.148 -1.948 -3.537
H 2.000 4.432 -2.785
H 3.283 3.544 -1.931
H 1.678 3.727 -1.194
H 0.085 2.929 -4.570
H -0.747 2.160 -3.203
H -0.022 1.152 -4.464
H 3.302 2.032 -4.761
H 2.749 0.369 -4.457
H 3.948 1.121 -3.375
H 3.905 -1.833 1.223
H 2.267 -1.309 1.649
H 3.646 -0.697 2.569
H 4.641 -0.500 -1.586
H 5.756 -0.146 -0.248
H 5.147 1.176 -1.268
H 2.994 2.122 2.126
H 3.210 2.893 0.555
H 4.634 2.309 1.450
H 3.807 -2.594 -2.108
H 3.448 -1.516 -3.477
H 2.977 -3.229 -3.546
H 1.916 -3.550 -0.327
H 0.558 -4.160 -1.301
H 0.309 -2.859 -0.119
H 0.656 -1.689 -4.476
H -0.619 -1.197 -3.349
H -0.337 -2.926 -3.668
C -3.760 -0.934 -3.846
N -3.145 -1.830 -2.872
C -2.497 -1.461 -1.753
Se -2.138 0.295 -1.252
N -2.084 -2.554 -1.139
C -2.459 -3.694 -1.857
C -2.259 -5.051 -1.641
C -2.761 -5.915 -2.602
C -3.431 -5.441 -3.738
C -3.634 -4.085 -3.942
C -3.137 -3.228 -2.969
H -3.611 0.090 -3.528
H -4.827 -1.139 -3.915
H -3.300 -1.077 -4.824
H -1.605 -2.540 -0.241
H -1.737 -5.403 -0.761
H -2.638 -6.985 -2.468
H -3.793 -6.149 -4.475
H -4.156 -3.712 -4.816
*
```



Question: Which of these has the highest electronic energy?
Answer: C28H47ClIN3O6



Question: The highest electronic energy belongs to which entry?
Answer: C28H47ClIN3O6



Question: Which of these has the lowest F_max?
Answer: C28H47ClF3N3O12S



Question: The highest electronic energy belongs to which entry?
Answer: C28H47ClIN3O6